## A
ORCA calculation (wB97M-V/def2-TZVPD) on the molecule C17H18N2O5S.

Summary:
SMILES: CCOc1ccccc1CNS(=O)(=O)c1ccc2c(c1)oc(=O)n2C
Total charge: 0
Lowest unoccupied orbital energy: 0.54 eV
HOMO level: -8.55 eV
Frontier orbital gap: 9.08 eV

Last column: natural (NBO) charge in e.
Atoms and positions in Å:
C1 5.88018 0.19002 -0.52697  -0.64
C2 4.71889 0.79924 0.25406  -0.06
O1 3.46208 0.50825 -0.32727  -0.54
C3 2.84274 -0.67775 -0.05626  0.40
C4 3.39344 -1.71365 0.68641  -0.31
C5 2.67921 -2.88083 0.89678  -0.19
C6 1.41332 -3.03391 0.36765  -0.24
C7 0.85550 -1.99790 -0.36216  -0.18
C8 1.54909 -0.82115 -0.58062  -0.12
C9 0.91506 0.31251 -1.34534  -0.25
N1 0.94042 1.59624 -0.66442  -0.85
S1 0.33947 1.62138 0.90035  2.31
O2 0.44305 2.98493 1.32740  -0.94
O3 0.91096 0.61195 1.74596  -0.94
C10 -1.37241 1.21406 0.58512  -0.35
C11 -2.17617 2.18058 0.00663  -0.16
C12 -3.50493 1.91551 -0.28958  -0.28
C13 -3.97452 0.64912 0.01515  0.20
C14 -3.14264 -0.32058 0.60104  0.24
C15 -1.82472 -0.05763 0.90121  -0.22
O4 -3.85866 -1.46610 0.78648  -0.43
C16 -5.12691 -1.24752 0.33658  0.87
O5 -6.01146 -2.05239 0.35192  -0.59
N2 -5.20101 0.04840 -0.13677  -0.44
C17 -6.39728 0.62814 -0.68156  -0.42
H1 5.81616 -0.89509 -0.54201  0.21
H2 6.82113 0.48255 -0.06907  0.22
H3 5.86170 0.54737 -1.55374  0.21
H4 4.73685 0.48578 1.30334  0.18
H5 4.78874 1.89117 0.22380  0.19
H6 4.37694 -1.62328 1.11886  0.21
H7 3.12343 -3.67222 1.48194  0.21
H8 0.85725 -3.94426 0.53011  0.22
H9 -0.14067 -2.10228 -0.76927  0.21
H10 -0.13491 0.07784 -1.54382  0.21
H11 1.42555 0.45028 -2.30378  0.22
H12 1.87397 1.98536 -0.64679  0.42
H13 -1.73935 3.14465 -0.19497  0.25
H14 -4.14376 2.66026 -0.73494  0.23
H15 -1.16281 -0.77269 1.35967  0.27
H16 -6.70526 1.49156 -0.08978  0.21
H17 -7.17367 -0.13482 -0.64607  0.25
H18 -6.23402 0.93688 -1.71529  0.21

***

## B
ORCA calculation (wB97M-V/def2-TZVPD) on the molecule C17H18N2O5S.

Summary:
SMILES: O=C(NC[C@H]1CCCO1)c1onc(CSc2ccccc2)c1C(=O)O
Total charge: 0
Lowest unoccupied orbital energy: -0.34 eV
HOMO level: -8.36 eV
Frontier orbital gap: 8.02 eV

Last column: natural (NBO) charge in e.
Atoms and positions in Å:
O1 -0.56436 -2.54906 -0.77941  -0.64
C1 -1.10481 -1.44664 -0.82596  0.64
N1 -2.02335 -1.10760 -1.73308  -0.57
C2 -2.39767 -1.96215 -2.83242  -0.25
C3 -2.09260 -1.25926 -4.16459  0.09
C4 -2.51891 -2.10254 -5.37984  -0.43
C5 -3.27640 -1.10044 -6.25244  -0.43
C6 -3.82641 -0.13993 -5.20104  -0.07
O2 -2.80298 -0.02980 -4.23090  -0.54
C7 -0.78938 -0.38565 0.15376  0.23
O3 -1.36111 0.82066 -0.01349  -0.27
N2 -0.93510 1.65981 0.95028  -0.09
C8 -0.11029 1.00538 1.72350  0.17
C9 0.58838 1.66975 2.83810  -0.55
S1 2.24015 2.22202 2.21570  0.23
C10 3.21614 2.12855 3.70555  -0.19
C11 3.30752 0.95093 4.43198  -0.18
C12 4.09363 0.91935 5.57011  -0.22
C13 4.79808 2.04378 5.96878  -0.21
C14 4.71906 3.20896 5.22437  -0.21
C15 3.92558 3.25627 4.09216  -0.22
C16 0.03026 -0.34769 1.26532  -0.23
C17 0.82895 -1.40394 1.95354  0.79
O4 1.31493 -1.19047 3.03723  -0.60
O5 0.96392 -2.56428 1.35033  -0.67
H1 -2.37044 -0.15851 -1.77172  0.43
H2 -1.83287 -2.89215 -2.74637  0.24
H3 -3.46995 -2.17444 -2.77025  0.20
H4 -1.02401 -1.01180 -4.19355  0.19
H5 -1.66403 -2.54031 -5.88833  0.23
H6 -3.18251 -2.90655 -5.05947  0.20
H7 -4.05941 -1.56184 -6.84828  0.22
H8 -2.58770 -0.57246 -6.91180  0.21
H9 -4.03027 0.86179 -5.57974  0.20
H10 -4.74204 -0.54527 -4.74597  0.16
H11 0.04214 2.55707 3.15405  0.24
H12 0.76213 0.97953 3.65923  0.27
H13 2.78048 0.06573 4.11033  0.24
H14 4.16332 0.00514 6.14043  0.22
H15 5.41249 2.01032 6.85635  0.21
H16 5.27104 4.08635 5.52780  0.21
H17 3.85251 4.15830 3.50403  0.22
H18 0.45587 -2.65691 0.49570  0.52

***

Verdict on stability: B comes out at the bottom.

***

## A
ORCA calculation (wB97M-V/def2-TZVPD) on a structure of composition C4H32BO24.

Summary:
Total charge: -1
Lowest unoccupied orbital energy: 1.55 eV
HOMO level: -7.19 eV
Frontier orbital gap: 8.74 eV

Last column: natural (NBO) charge in e.
Atoms and positions in Å:
O1 -0.99063 -1.82958 -3.49611  -0.62
C1 -0.34795 -1.34086 -2.59315  0.69
O2 -0.55514 -1.67442 -1.41125  -0.61
B1 0.39127 -0.86275 -0.59530  1.17
O3 1.03266 0.01045 -1.59649  -0.60
C2 0.51937 -0.26887 -2.67842  0.64
O4 0.63869 0.45735 -3.63899  -0.57
O5 1.33563 -1.76452 0.13449  -0.60
C3 1.15690 -1.49436 1.31763  0.67
O6 1.97152 -1.79680 2.18675  -0.62
C4 0.08659 -0.59341 1.53584  0.68
O7 -0.32562 -0.08910 0.42709  -0.64
O8 -0.37937 -0.51128 2.65543  -0.56
O9 -0.02535 2.71885 1.84622  -0.99
H1 -0.37967 2.84460 0.99814  0.50
H2 0.15535 3.56765 2.29290  0.48
O10 -1.66129 -0.00608 -5.74711  -0.97
H3 -1.71445 -0.74611 -5.15046  0.51
H4 -2.50147 0.13583 -6.20574  0.49
O11 3.58853 -0.90208 4.14640  -0.93
H5 3.19633 -0.06568 3.95974  0.47
H6 3.44613 -1.33455 3.31733  0.49
O12 1.10945 -1.15478 5.08546  -0.99
H7 0.60803 -1.10100 4.28082  0.48
H8 2.00803 -1.00989 4.81549  0.47
O13 1.73159 2.93640 -1.72282  -0.99
H9 2.16339 2.62268 -2.55521  0.51
H10 1.88538 2.37732 -0.97360  0.48
O14 -2.08068 1.94609 -3.96147  -0.98
H11 -1.84413 1.28861 -4.63106  0.48
H12 -1.26584 2.42701 -3.85357  0.47
O15 3.11289 2.04525 -4.01789  -0.95
H13 2.43820 2.48548 -4.55654  0.49
H14 3.96714 2.36584 -4.32321  0.48
O16 -2.82414 0.81023 4.45404  -0.96
H15 -2.64075 -0.00393 4.92128  0.50
H16 -3.01303 0.41282 3.60258  0.46
O17 3.82077 -0.22348 0.73670  -0.93
H17 3.90611 -1.14266 0.65839  0.47
H18 4.01620 0.08167 -0.13552  0.46
O18 -1.12131 -3.24707 3.43166  -0.97
H19 -1.14246 -2.65504 2.69280  0.49
H20 -0.27804 -3.73807 3.47634  0.50
O19 -2.11432 -1.57017 5.44001  -0.99
H21 -1.38479 -1.56185 6.08504  0.50
H22 -1.83762 -2.09578 4.67829  0.51
O20 -0.78971 2.82990 -0.78946  -0.97
H23 -1.30252 2.01846 -0.67310  0.47
H24 -0.05815 2.62745 -1.34560  0.50
O21 1.12308 0.61462 -6.43720  -0.97
H25 1.44712 0.17428 -5.67974  0.47
H26 0.19620 0.46685 -6.39437  0.49
O22 -0.41440 2.03648 4.62326  -0.99
H27 -1.26044 1.61242 4.53297  0.49
H28 -0.13505 1.99679 3.68103  0.47
O23 -2.20737 -2.42910 0.58172  -0.94
H29 -2.06883 -1.79417 -0.12985  0.48
H30 -2.65267 -1.95348 1.27772  0.47
O24 -3.59944 -1.88820 -2.94008  -0.94
H31 -3.43577 -1.09327 -2.42006  0.45
H32 -2.70015 -1.96899 -3.22017  0.47

***

## B
ORCA calculation (wB97M-V/def2-TZVPD) on a cluster of 17 separate species, C4H32BO24 in total.

Summary:
Total charge: -1
Lowest unoccupied orbital energy: 1.58 eV
HOMO level: -8.19 eV
Frontier orbital gap: 9.77 eV

Last column: natural (NBO) charge in e.
Atoms and positions in Å:
O1 -3.18910 -1.53350 -0.11595  -0.61
C1 -2.30217 -0.67393 -0.18853  0.68
O2 -2.15633 0.26308 0.59694  -0.60
B1 -0.94725 0.98362 0.16900  1.17
O3 -0.54588 0.19130 -1.03897  -0.61
C2 -1.31366 -0.74469 -1.17250  0.68
O4 -1.12094 -1.70585 -1.93037  -0.61
O5 0.08681 1.08561 1.23584  -0.61
C3 0.19515 2.30362 1.44925  0.69
O6 0.57254 2.72664 2.52371  -0.59
C4 -0.50006 3.07509 0.47658  0.70
O7 -1.25723 2.36940 -0.23498  -0.60
O8 -0.21671 4.19213 -0.00615  -0.63
O9 0.59948 2.99428 5.25806  -0.96
H1 1.01104 3.82985 4.97488  0.47
H2 0.51531 2.64036 4.39445  0.48
O10 -1.07810 -0.43017 3.82821  -0.97
H3 -1.66651 0.28528 3.73357  0.47
H4 -0.19838 0.01208 3.94107  0.51
O11 2.25105 -0.79129 -0.96409  -0.96
H5 3.04800 -0.28890 -0.87748  0.50
H6 2.42573 -1.54211 -1.58878  0.50
O12 3.16984 1.42725 1.72741  -0.99
H7 2.36869 1.01629 2.14283  0.48
H8 3.00803 1.58225 0.79786  0.49
O13 2.26662 5.26400 0.10377  -1.00
H9 2.27982 5.99300 -0.47306  0.47
H10 1.35696 4.86369 0.17994  0.50
O14 1.64051 0.24497 3.80093  -0.96
H11 1.76784 0.55667 4.71414  0.50
H12 2.22391 -0.49937 3.73794  0.49
O15 -1.95072 -3.40879 -3.91525  -0.96
H13 -1.19506 -2.99259 -3.54877  0.47
H14 -2.42744 -3.63419 -3.15851  0.50
O16 -2.59374 -0.95707 -5.11586  -0.97
H15 -2.73770 -1.34773 -5.95027  0.45
H16 -2.38088 -1.74265 -4.62049  0.49
O17 -0.85447 -3.80208 0.52044  -1.00
H17 -1.34088 -3.38490 1.28761  0.51
H18 -0.40988 -4.54383 0.87584  0.47
O18 1.33666 0.31439 -3.35550  -0.97
H19 1.39646 -0.12732 -2.48195  0.49
H20 0.41102 0.34419 -3.55763  0.47
O19 0.86477 -4.03732 -2.10671  -0.95
H21 0.37908 -3.60341 -1.40885  0.49
H22 0.71455 -3.38210 -2.79924  0.46
O20 1.21383 -1.70230 1.37701  -0.96
H23 1.05815 -0.94694 1.88141  0.46
H24 1.49507 -1.40086 0.54019  0.49
O21 -2.16718 -2.47629 2.39868  -0.96
H25 -1.93625 -1.75496 2.92685  0.50
H26 -2.62786 -2.00216 1.67510  0.48
O22 2.42531 2.52441 -0.73791  -1.01
H27 1.76551 2.84675 -1.35025  0.50
H28 2.79478 3.28464 -0.33667  0.49
O23 -2.88361 -4.16555 -1.33889  -0.98
H29 -3.15171 -3.36277 -0.98767  0.48
H30 -2.16883 -4.33993 -0.76986  0.49
O24 0.57837 3.45147 -2.55204  -0.93
H31 0.05331 3.97851 -1.98884  0.48
H32 0.04430 2.68072 -2.59744  0.47

***

Verdict on stability: A comes out at the bottom.

***

## A
ORCA calculation (wB97M-V/def2-TZVPD) on a cluster of 2 separate species, C3H2OS in total.

Summary:
SMILES: C1=CC=1.O=S
Total charge: 0
Lowest unoccupied orbital energy (spin up / spin down): -1.17 / -1.09 eV
HOMO level (spin up / spin down): -8.69 / -8.28 eV
Frontier orbital gap (spin up / spin down): 7.52 / 7.18 eV

Last column: natural (NBO) charge in e.
Atoms and positions in Å:
C1 0.04305 1.06351 0.04712  -0.07
C2 0.95773 0.21228 0.71568  -0.19
C3 0.83965 0.09205 -0.58619  -0.18
H1 1.70411 -0.02951 1.43589  0.23
H2 1.35628 -0.46469 -1.26660  0.23
O1 -2.29900 -1.13128 -0.42695  -0.72
S1 -2.60182 0.25764 0.08106  0.70

***

## B
ORCA calculation (wB97M-V/def2-TZVPD) on a cluster of 2 separate species, C3H2OS in total.

Summary:
SMILES: C1=CC=1.O=S
Total charge: 0
Lowest unoccupied orbital energy (spin up / spin down): -2.00 / -2.01 eV
HOMO level (spin up / spin down): -8.63 / -8.63 eV
Frontier orbital gap (spin up / spin down): 6.63 / 6.62 eV

Last column: natural (NBO) charge in e.
Atoms and positions in Å:
C1 1.33312 -0.85870 0.93104  -0.13
C2 -0.03457 -0.67755 0.84325  -0.18
C3 0.74353 0.42735 0.99176  -0.17
H1 -1.09766 -1.04042 0.74030  0.25
H2 0.75033 1.46923 1.03005  0.22
O1 -1.05535 0.07717 -1.59489  -0.68
S1 -0.63940 0.60291 -2.94151  0.68

***

Verdict on stability: A comes out at the bottom.